Molecular formula: C48H51ClCoN3OP2Si
Method: DFT, the ωB97M-V functional and the def2-TZVPD basis

Calculated values
Orbital gap (alpha / beta) in eV: 6.84 / 7.51
E_HOMO (alpha / beta) in eV: -9.38 / -9.38
Expectation value of S²: 0.85
Relative energy (zero: lowest compared OMol25 entry of this formula, charge and spin) in kJ/mol: 0.0
Total charge: +1
DFT total energy in Eh: -4914.28652
Spin multiplicity: 2

CARTESIAN COORDINATES (ANGSTROEM)
C -2.18670 -1.61973 -4.17155
C 2.82806 -2.29147 -3.08046
H 2.64865 -3.98787 -6.00367
H -0.58350 -6.38552 0.45910
Cl -0.22857 3.04375 -0.50452
H 0.44424 -4.59622 -5.04860
H -3.16640 -3.86871 -1.21149
C -0.18821 2.21417 6.72342
H -0.24884 -3.71335 -2.88049
C 2.62665 -1.55524 -0.07384
C 2.88098 -0.22949 0.23389
C -1.59185 1.87696 -4.61653
H -0.03924 -0.10294 -6.37656
H -1.31159 -5.54439 2.66637
H 4.15895 -2.48724 -4.74376
C -1.83164 0.70755 5.82991
C -2.63942 0.28554 -0.30800
C 4.12648 2.74575 3.50570
C -3.40050 -3.52927 -3.31974
C 0.49645 -0.25638 -5.43754
C 5.01816 -0.82625 1.13201
P 0.20882 2.12783 2.61142
H 3.35456 -3.57246 0.05522
H 0.04414 -1.62423 1.62320
H -1.60513 1.13530 7.91939
C 2.86537 2.19998 3.32782
Co 0.18674 0.15431 -1.11957
C 0.27588 2.47421 5.44194
C -2.46199 5.73172 1.37855
H -0.97766 -3.16172 3.24915
N -0.76347 -0.27978 -2.69656
C -1.24380 1.33447 6.91924
C 1.59945 -2.65127 -2.52889
H -4.37915 -1.06313 2.06944
H 1.47099 1.10551 0.83486
P 1.08835 -1.90129 -0.96651
N -3.67412 -0.31599 0.25906
H 1.77252 2.12047 -4.19625
H -5.18347 -1.38320 -0.72567
C 2.07212 4.29354 2.45817
C -0.30692 1.84825 4.34201
H -2.65353 0.01911 5.97762
C 0.73669 -3.47305 -3.25651
C 4.36947 4.06467 3.14269
C -4.96591 -0.36379 -0.40131
C 1.18502 1.79285 -3.33478
N 1.85042 0.75313 -0.05009
C -1.35750 0.95766 4.55142
C 1.12142 -3.95677 -4.49775
H -2.86453 5.94039 3.47444
C -3.03238 -2.69595 -4.37091
H -3.07005 6.57721 1.08630
H 2.26502 1.57160 -0.49229
C 3.20147 -2.77027 -4.32699
H -1.47514 4.03235 4.12211
H 0.27355 2.70459 7.57025
H -4.95055 0.28059 -1.27758
H 0.48395 -1.32556 -5.22124
H 0.87162 2.69426 -2.80799
C -2.90876 -3.23992 -2.05717
H -1.82609 2.62255 -3.85207
H -3.40343 -2.88930 -5.36987
C 4.75096 -2.16824 0.87454
C -1.02778 3.91486 0.79835
H 3.52660 5.86088 2.33056
H 1.88389 1.23462 -2.70138
H -1.92462 -1.01878 -5.03180
H 5.47908 -2.92444 1.13489
H -1.87539 5.25380 -0.63802
C -0.66886 -3.53356 2.28020
C -3.49099 -1.13334 1.44301
H -2.51025 1.33229 -4.84141
C -0.87170 3.53155 2.12730
C -0.08523 -2.67181 1.36628
C 1.81943 2.97432 2.82044
H -2.87237 0.81539 -1.23903
H 1.09344 3.16988 5.30139
H -1.70211 -1.97509 -0.84904
C -1.79775 4.99876 0.40949
H 4.92103 2.13878 3.92086
H -1.28963 2.41105 -5.51996
C 4.08466 0.14623 0.82060
C -1.56096 4.29318 3.07653
C -2.06714 -2.15575 -1.84874
H 0.47013 -4.86946 -1.15808
H -5.74836 -0.02631 0.27802
C -0.85616 -4.87053 1.95273
H -1.81317 0.46064 3.70332
C -0.44914 -5.34265 0.71415
C 0.14040 -4.48374 -0.20441
H -4.05691 -4.37245 -3.48429
C 3.56071 -2.53150 0.27424
C 2.35384 -3.61085 -5.03348
C -1.65557 -1.31769 -2.89966
H 5.35415 4.49228 3.27678
H 3.50936 -1.64730 -2.53743
C -2.34673 5.37358 2.71249
H 2.68613 1.16634 3.60751
H 1.27504 4.91442 2.06771
H 4.27085 1.18854 1.04728
H 5.95566 -0.54074 1.59052
H -3.33268 -2.17985 1.16743
H 1.53659 0.03213 -5.60495
O -1.48692 0.27903 0.15028
C 0.32208 -3.14319 0.11832
Si -0.23318 0.73709 -4.01160
H -2.62016 -0.78287 1.98846
C 3.34362 4.83201 2.61164